# 1
# C21H32BCl2FeN7O3

A molecular structure, C21H32BCl2FeN7O3 (ωB97M-V with the def2-TZVPD basis set, OMol25).

```
67
Properties=species:S:1:pos:R:3:forces:R:3
Fe -0.68574 0.40105 -0.16116 -0.714 0.046 -0.662
C -3.21128 -2.04867 -1.45848 0.009 -0.002 0.025
C -1.80267 -2.43525 -1.15789 -0.045 0.068 0.016
C -1.10645 -3.58819 -1.49873 0.053 0.007 0.003
C 0.16762 -3.44301 -0.96310 0.031 0.007 0.016
C 1.30430 -4.39196 -1.10525 -0.014 -0.006 -0.033
N 0.21231 -2.27268 -0.30090 0.512 -0.004 0.112
N -0.99386 -1.64254 -0.45270 -0.050 0.242 0.067
B 1.22704 -1.28857 0.46528 -0.788 -0.087 -0.380
N 1.94071 -0.37964 -0.59844 -0.265 0.059 0.318
N 1.17066 0.69557 -0.93136 -0.140 -0.183 0.066
C 1.84546 1.45639 -1.79308 0.255 -0.216 0.017
C 1.27279 2.71501 -2.34710 0.016 0.026 0.005
C 3.08264 0.85061 -2.02739 -0.063 0.002 0.066
C 3.11062 -0.30260 -1.24648 0.038 0.195 -0.045
C 4.22164 -1.27789 -1.07559 0.025 0.004 0.085
N 1.98765 -1.57940 1.70956 0.322 -0.526 0.144
N 1.86690 -0.55537 2.62321 -0.071 0.124 -0.204
C 2.73898 -0.79199 3.57332 0.048 0.010 0.050
C 2.88075 0.13703 4.73213 0.003 0.015 -0.010
C 3.45492 -1.98033 3.30752 -0.037 -0.034 -0.022
C 2.95491 -2.46122 2.12789 -0.040 0.212 0.008
C 3.32153 -3.74534 1.47070 0.066 -0.028 -0.017
H -3.77553 -2.91541 -1.79504 0.000 0.001 0.006
H -3.25588 -1.28805 -2.23840 -0.005 0.015 -0.034
H -3.69380 -1.63689 -0.57277 0.005 0.007 0.001
H -1.47524 -4.43617 -2.05073 0.001 -0.010 0.004
H 1.00122 -5.22494 -1.73536 -0.009 0.028 -0.031
H 1.60871 -4.79377 -0.14677 0.010 -0.061 0.048
H 2.16819 -3.91433 -1.57017 -0.005 0.005 0.019
H 0.26949 -0.59979 0.96396 0.806 0.262 0.111
H 0.32262 2.95065 -1.87074 -0.011 -0.004 0.018
H 1.12869 2.63188 -3.42661 -0.012 0.006 0.002
H 1.95468 3.54698 -2.17446 -0.010 0.006 -0.007
H 3.87995 1.21314 -2.65419 -0.006 0.005 -0.003
H 5.06010 -0.98754 -1.70408 -0.005 -0.010 -0.009
H 3.92198 -2.28706 -1.35822 -0.004 -0.003 0.008
H 4.56261 -1.29277 -0.03812 -0.042 -0.044 -0.022
H 1.99743 0.76675 4.81564 0.003 0.001 0.006
H 3.75021 0.78380 4.60426 0.008 -0.011 0.006
H 3.01301 -0.41522 5.66161 -0.018 0.000 0.007
H 4.21471 -2.44249 3.91550 0.004 -0.012 0.004
H 4.23332 -4.12242 1.93007 0.026 0.021 -0.031
H 3.49683 -3.66155 0.39923 0.003 0.056 0.039
H 2.55304 -4.49773 1.63573 -0.082 -0.060 0.014
Cl -4.00033 3.64290 0.21741 0.001 0.001 -0.002
C -2.89709 3.15969 1.52866 0.015 0.045 0.019
Cl -3.76018 2.58491 2.94077 -0.006 -0.008 0.003
C -1.98575 2.09662 0.95340 -0.093 0.111 0.040
O -0.87808 2.42901 0.46859 0.268 0.007 -0.063
O -2.33642 0.88572 0.90456 -0.053 -0.354 0.096
H -2.31264 4.03207 1.79862 -0.006 -0.002 -0.003
C -2.89749 2.61222 -3.24099 -0.004 0.000 0.003
N -2.04139 1.61970 -3.90197 -0.008 -0.022 0.018
C -1.91335 1.63351 -5.36156 0.018 0.000 -0.007
C -1.40820 0.75017 -3.13588 0.012 0.003 -0.037
C -0.50307 -0.29241 -3.71161 0.009 -0.022 -0.008
O -1.59466 0.81149 -1.88803 0.057 0.131 0.137
H -3.37806 3.21975 -4.00020 -0.001 -0.002 0.001
H -2.30419 3.24887 -2.58572 -0.001 -0.002 0.005
H -3.65372 2.11625 -2.63563 0.002 -0.003 0.002
H -2.50141 2.45938 -5.74668 0.004 0.002 -0.002
H -2.29209 0.71179 -5.80046 -0.003 -0.002 0.003
H -0.87812 1.78296 -5.66492 -0.003 -0.004 0.005
H -0.52335 -0.34113 -4.79431 -0.010 -0.009 -0.007
H -0.78560 -1.26183 -3.29867 0.004 0.003 0.018
H 0.51819 -0.08639 -3.38405 -0.011 -0.001 0.000
```
Positions in Å, forces in eV/Å.

Output
E_LUMO (spin up / spin down), eV: -1.95 / -4.48
HOMO-LUMO gap (spin up / spin down), Eh: 0.3383 / 0.2455
2S+1: 6
Total charge: +1
Energy above the lowest of the compared OMol25 structures with the same formula, charge and spin, kJ/mol: 46.4
HOMO energy (spin up / spin down), Ha: -0.410 / -0.410



# 2
# C21H32BF4HgN3OSi

A molecular structure, C21H32BF4HgN3OSi (ωB97M-V with the def2-TZVPD basis set, OMol25).

```
64
Properties=species:S:1:pos:R:3:forces:R:3
Hg 0.91602 0.74004 -0.04265 -0.449 -1.080 -0.231
C -2.51250 4.80107 0.99730 0.085 0.101 -0.089
N -3.14083 3.85508 0.10451 0.225 -0.303 0.071
C -4.53174 3.61662 0.43287 -0.177 0.072 0.028
C -2.37731 2.72012 -0.24143 0.039 0.625 0.183
N -1.32962 2.35045 0.38803 1.115 -0.555 0.070
N -2.77787 2.07507 -1.35463 -0.318 -0.024 -0.183
C -3.54947 2.71131 -2.38717 -0.085 0.214 -0.032
C -2.30990 0.74124 -1.64546 0.101 -0.185 0.238
H -2.99903 5.76883 0.85797 0.007 0.016 0.131
H -1.46046 4.90008 0.73354 -0.031 0.070 0.023
H -2.58401 4.52097 2.05871 -0.030 -0.027 -0.057
H -4.65871 3.32907 1.48290 0.043 0.002 0.032
H -4.92586 2.80924 -0.17048 -0.097 -0.073 -0.107
H -5.10617 4.52713 0.24673 -0.080 -0.040 -0.002
H -1.21108 2.75023 1.30661 -0.180 0.103 0.034
H -3.59432 3.78472 -2.21196 -0.024 -0.048 -0.043
H -4.56946 2.31894 -2.42847 -0.045 -0.039 -0.084
H -3.07064 2.53128 -3.35054 -0.017 -0.007 -0.108
H -2.02270 0.24871 -0.72134 -0.034 -0.075 -0.060
H -1.45746 0.74664 -2.33060 0.040 0.034 -0.114
H -3.12909 0.17801 -2.08943 0.036 -0.107 -0.037
C 1.72197 -5.15681 -1.00201 0.068 -0.017 -0.030
C 2.94647 -4.28400 -0.78162 -0.293 0.921 0.699
C 3.54564 -3.85755 -2.11226 -0.097 -0.050 0.045
C 4.00948 -5.00041 0.03545 -0.082 -0.011 -0.048
Si 2.32866 -2.64137 0.12967 2.015 -1.848 1.480
O 1.48882 -1.86978 -0.91521 -1.627 2.430 -1.190
C 1.58059 -3.03573 1.84452 0.078 0.159 -0.726
C 1.51995 -4.27431 2.46758 0.062 -0.283 -0.030
C 1.02384 -4.41299 3.75258 -0.021 -0.218 0.125
C 0.54388 -3.31259 4.43705 -0.008 0.061 0.081
C 0.57638 -2.07051 3.82622 -0.018 0.136 0.051
C 1.10288 -1.94151 2.55384 -0.078 0.120 0.131
C 3.88514 -1.63994 0.65250 -0.638 -0.113 -0.067
C 4.37640 -0.65224 -0.19481 0.097 -0.050 -0.137
C 5.40508 0.19041 0.19371 0.081 0.127 -0.118
C 5.95687 0.07267 1.45891 0.061 0.044 0.021
C 5.47248 -0.89648 2.32306 0.115 0.000 0.090
C 4.44675 -1.73633 1.92154 0.112 -0.060 0.095
H 1.97891 -6.06599 -1.55204 0.050 -0.148 -0.107
H 0.97155 -4.61136 -1.56585 -0.182 0.039 -0.131
H 1.27063 -5.45150 -0.05930 -0.125 -0.108 0.099
H 3.86684 -4.72891 -2.68754 0.079 -0.180 -0.089
H 4.41391 -3.22215 -1.95434 0.169 0.144 -0.044
H 2.81774 -3.30924 -2.69911 -0.114 0.154 -0.167
H 4.31519 -5.91962 -0.47012 0.111 -0.162 -0.093
H 3.64777 -5.27374 1.02187 0.059 -0.055 0.169
H 4.88725 -4.36774 0.15541 0.142 0.020 0.075
H 1.85961 -5.16717 1.95864 0.007 0.030 -0.009
H 1.00715 -5.39239 4.21477 -0.041 -0.032 0.023
H 0.13877 -3.42443 5.43406 -0.036 0.015 0.032
H 0.18033 -1.20209 4.33138 -0.062 0.068 0.052
H 1.12838 -0.95736 2.09718 -0.051 0.005 0.054
H 3.93696 -0.54552 -1.17764 -0.071 0.048 -0.115
H 5.76706 0.94478 -0.49352 0.042 0.061 0.000
H 6.75077 0.73748 1.77411 0.039 0.026 0.006
H 5.88628 -0.99208 3.31836 0.032 0.015 0.064
H 4.06023 -2.46018 2.62605 -0.044 -0.100 0.045
F -3.01009 -1.65910 0.19510 -0.208 -0.288 -0.860
B -2.63640 -1.20603 1.44979 -0.206 -0.033 0.142
F -1.38087 -0.58867 1.36509 0.943 0.394 -0.120
F -2.58856 -2.25631 2.33974 0.085 -0.586 0.583
F -3.55637 -0.25140 1.88068 -0.567 0.652 0.262
```
Positions in Å, forces in eV/Å.

Output
E_LUMO (spin up / spin down), eV: 2.48 / 0.16
HOMO-LUMO gap (spin up / spin down), Eh: 0.2968 / 0.2069
2S+1: 2
Total charge: -1
Energy above the lowest of the compared OMol25 structures with the same formula, charge and spin, kJ/mol: 182.4
HOMO energy (spin up / spin down), Ha: -0.206 / -0.201



# 3
# C21H32Cl3N3O5PS

A gas-phase ion, C21H32Cl3N3O5PS (charge +1) (ωB97M-V with the def2-TZVPD basis set, OMol25).

```
66
Properties=species:S:1:pos:R:3:forces:R:3
C -4.45584 -3.51060 0.33203 0.685 0.181 0.445
C -3.30352 -2.57567 -0.13816 -0.382 -0.809 0.055
C -3.25162 -2.37474 -1.65976 0.701 -0.291 0.178
C -1.83487 -1.88995 -2.14367 -1.056 0.618 0.114
C -1.89178 -1.23545 -3.54760 -0.053 -1.061 -0.098
C -1.18179 -1.00329 -1.06475 0.408 -1.001 -0.904
C -0.02018 -1.48362 -0.43975 -0.205 0.011 -0.690
C 0.60969 -2.81585 -0.86785 -0.418 -0.635 0.965
O 0.73676 -3.69795 -0.06465 -0.050 0.679 -1.054
O 0.91683 -2.88218 -2.20385 0.735 0.495 1.279
C 2.27950 -3.14309 -2.53110 0.925 0.237 -1.679
Cl 3.42169 -2.66829 -1.24884 -0.169 -0.447 -0.063
C 2.66523 -2.32284 -3.85148 -1.096 0.988 1.188
C 3.26202 -0.94282 -3.54962 0.058 0.047 -0.430
Cl 1.10983 -1.95433 -4.71514 0.514 -0.505 -0.428
C 0.53692 -0.73613 0.58091 0.786 -1.412 -0.264
Cl 1.92315 -1.34928 1.39571 -0.234 0.280 0.021
C -0.00668 0.46609 0.95553 0.966 0.804 1.332
C 0.69124 1.21607 2.07385 -1.049 0.985 0.084
C 1.75966 2.22268 1.56609 0.921 -0.302 -0.887
N 2.61877 2.80179 2.58910 -0.738 -0.585 1.342
C 1.97585 3.84525 3.40462 -0.147 0.331 -0.091
C 1.04430 3.35467 4.55160 0.505 0.756 0.004
C 3.36965 1.87063 3.30014 1.127 -0.632 -0.098
C 4.01376 2.20712 4.65115 -0.596 -0.142 -0.737
O 3.58425 0.75432 2.84690 -0.418 0.481 -0.048
N -1.10426 0.93476 0.33210 -0.630 -0.587 0.255
P -1.74971 2.54830 0.81465 0.441 2.458 -1.369
S -0.85895 3.95429 -0.15467 0.026 -0.256 0.524
C -1.69166 0.21056 -0.67487 -0.674 0.474 -0.380
C -2.92982 0.79901 -1.33680 -0.214 0.025 -0.436
O -2.67224 2.03359 -2.01800 -0.368 0.329 1.384
N -1.90217 1.83644 -3.17956 0.695 -0.223 -0.526
O -1.36660 2.81523 -3.48931 -0.345 0.053 -0.038
H -4.02777 -4.28832 0.97288 -0.136 0.048 -0.089
H -5.14375 -2.95519 0.97199 -0.297 -0.178 -0.363
H -4.95408 -4.02961 -0.48767 -0.154 0.288 0.052
H -2.36825 -3.06894 0.16201 -0.011 0.218 -0.094
H -3.35453 -1.64667 0.44102 0.039 0.055 -0.257
H -4.05910 -1.75336 -2.05821 0.041 0.001 0.200
H -3.39019 -3.37053 -2.09612 -0.094 0.201 -0.102
H -1.26749 -2.80972 -2.27019 0.189 0.285 0.381
H -1.65094 -2.01918 -4.27309 -0.099 0.129 0.054
H -1.15232 -0.45742 -3.69615 -0.182 0.122 0.047
H -2.90992 -0.92170 -3.78935 0.230 0.371 0.011
H 2.45889 -4.19216 -2.76463 -0.354 -0.049 0.469
H 3.30118 -2.91343 -4.50626 -0.149 -0.094 0.091
H 4.31343 -0.99356 -3.26504 -0.114 -0.056 0.018
H 2.70230 -0.42470 -2.76640 0.028 -0.178 -0.016
H 3.16888 -0.33007 -4.44974 0.176 -0.125 0.072
H 1.11696 0.50640 2.78101 0.121 0.011 -0.265
H -0.06366 1.77344 2.63558 0.173 -0.107 0.043
H 1.32534 3.04849 1.00402 -0.224 -0.148 0.210
H 2.39463 1.69256 0.84592 0.021 -0.003 0.237
H 1.42156 4.48575 2.71151 0.030 -0.157 0.058
H 2.74258 4.49707 3.82773 0.020 -0.173 -0.138
H 0.99033 2.26847 4.63724 -0.180 0.108 -0.126
H 1.45356 3.72696 5.49571 -0.143 -0.186 -0.020
H 0.06290 3.82695 4.45066 -0.058 -0.408 0.021
H 3.38018 1.73217 5.40768 0.053 0.340 0.074
H 4.95267 1.65630 4.66565 0.053 0.286 -0.001
H 4.13452 3.27466 4.82651 0.088 -0.179 0.200
H -3.11456 2.59456 0.47404 0.192 -0.827 0.428
H -1.68320 2.67008 2.21155 -0.211 -0.735 -0.126
H -3.39970 0.12289 -2.04348 0.319 -0.260 0.191
H -3.67790 1.01310 -0.57133 -0.021 0.056 -0.209
```
Positions in Å, forces in eV/Å.

Output
SMILES: CCC[C@@H](C)c1c(C(=O)O[C@H](Cl)[C@H](C)Cl)c(Cl)c(CCN(CC)C(C)=O)[n+]([PH2]=S)c1CON=O
E_LUMO, eV: -4.62
HOMO-LUMO gap, Eh: 0.2728
Total charge: +1
HOMO energy, Ha: -0.442



In order of appearance, calculated total energy = -98976.032, -52421.447, -94685.260 eV.
In order of appearance, largest force on an atom = 1.0, 3.2, 2.8 eV Å⁻¹.